Entry 1:
Formula: C5H9BN2O3
Source: the Open Molecules 2025 dataset
Level of theory: the ωB97M-V functional and the def2-TZVPD basis

Properties
**LUMO (spin up / spin down)**: 0.545 / -1.815 eV
**<S²>**: 2.0128
**Multiplicity**: 3
**Electronic energy**: -555.91604 Eh
**Energy relative to the best compared isomer or geometry (same formula, charge and spin)**: 0.00 kcal/mol

Last column: natural (NBO) charge in e.
Geometry (Å):
B: -1.91337 0.64163 0.49277  1.194
C: 1.47376 -0.58432 -0.58189  -0.142
C: 1.29317 -1.03613 -1.86931  -0.201
C: 0.38862 -0.04445 0.26515  0.490
C: -0.90861 -0.42981 -2.57587  0.028
C: 1.86819 0.39730 2.08115  -0.240
N: 0.38238 -0.46726 -2.67159  -0.319
N: -0.74899 0.16202 -0.24824  -0.799
O: -2.15865 0.11308 1.74155  -0.948
O: -2.79500 1.61380 0.08181  -0.893
O: 0.67462 0.47393 1.44466  -0.500
H: 2.50227 -0.81104 -0.20312  0.205
H: 2.08279 -1.62255 -2.25644  0.188
H: -1.41180 0.45899 -2.93013  0.206
H: -1.36305 -1.26326 -2.08182  0.185
H: 1.80520 1.25476 2.70039  0.199
H: 2.71629 0.61500 1.40012  0.168
H: 1.94753 -0.50937 2.60636  0.178
H: -2.45568 -0.82796 1.73751  0.500
H: -3.37967 1.86563 0.86693  0.502

=====

Entry 2:
Formula: C29H50FNO7
Source: the Open Molecules 2025 dataset
Level of theory: the ωB97M-V functional and the def2-TZVPD basis

Properties
**SMILES**: C#CCCOC[C@H](Cc1cccc(C)c1)O[C@H](CCC(N)=O)[C@H](F)CC.COCCOC.COCCOC
**LUMO**: 0.135 eV
**Electronic energy**: -1815.49187 Eh

Last column: Mulliken charge in e.
Geometry (Å):
C: 1.27018 -8.52170 -0.47552  -0.350
C: 1.05478 -7.69637 -1.61927  -0.249
C: 0.74375 -6.51453 -2.76006  -0.346
C: 0.85427 -4.97924 -2.10663  -0.023
O: 1.55315 -4.12314 -3.07773  -0.412
C: 1.83699 -2.77239 -2.48931  -0.234
C: 0.70811 -1.74229 -3.07866  0.761
C: 1.09613 -1.55823 -4.69850  -0.759
C: 2.07980 -0.27950 -4.98686  0.542
C: 1.69955 0.70288 -6.28591  -0.652
C: 2.69496 1.99591 -6.65308  -0.366
C: 4.04199 2.38023 -5.75745  -0.551
C: 4.39105 1.42533 -4.46945  0.405
C: 5.68379 1.67981 -3.44257  -0.879
C: 3.42548 0.13566 -4.14927  -0.048
O: 0.70088 -0.39801 -2.52551  -0.251
C: 0.35283 -0.29858 -1.11628  -0.199
C: 1.66064 -0.41358 -0.07751  -0.321
C: 1.62443 0.85561 0.96239  -0.654
C: 2.05080 2.30014 0.23523  0.364
N: 1.64696 3.60705 0.91751  -0.514
O: 2.70711 2.37096 -0.93887  -0.454
C: -0.87766 -1.23752 -0.58723  0.598
F: -0.48977 -2.66144 -0.30181  -0.290
C: -2.26385 -1.12171 -1.49776  -0.517
C: -2.42941 0.30913 -2.27993  -0.916
H: 1.65832 -9.31615 0.31757  0.324
H: 1.45126 -6.67106 -3.68069  0.281
H: -0.37918 -6.72201 -3.10141  0.297
H: 1.51723 -5.09852 -1.14859  0.275
H: -0.25289 -4.65214 -1.90297  -0.006
H: 1.84286 -2.90078 -1.32675  0.199
H: 2.94566 -2.52805 -2.80983  -0.007
H: -0.31289 -2.31328 -3.08658  -0.275
H: 0.04477 -1.40741 -5.23597  0.335
H: 1.61190 -2.52204 -5.13850  0.259
H: 0.76326 0.55019 -6.97127  0.222
H: 2.45668 2.71219 -7.56647  0.248
H: 4.74431 3.29844 -6.03181  0.253
H: 6.58605 0.96508 -3.65261  0.285
H: 5.26125 1.41651 -2.35779  0.209
H: 5.93101 2.82106 -3.52456  0.302
H: 3.71299 -0.53079 -3.22415  -0.066
H: -0.02039 0.82608 -0.95279  0.134
H: 2.61892 -0.24339 -0.76854  -0.004
H: 1.74875 -1.46595 0.42761  0.373
H: 2.31232 0.72282 1.90389  0.455
H: 0.48931 1.01586 1.28875  0.224
H: 0.80538 4.03814 0.45086  0.287
H: 1.35933 3.43152 1.90597  0.275
H: -1.18827 -0.79767 0.47927  0.104
H: -2.39253 -2.07498 -2.17824  0.299
H: -3.16029 -1.17296 -0.71102  0.268
H: -2.37654 1.25343 -1.58943  0.217
H: -1.69846 0.39767 -3.21969  0.150
H: -3.52281 0.29731 -2.75944  0.385
C: -2.44761 6.58736 5.29552  -0.713
O: -1.17607 6.96204 5.81646  -0.375
C: -0.45367 5.84463 6.34291  -0.494
C: 0.60013 5.34343 5.35007  -0.521
O: -0.00514 4.80318 4.17197  -0.339
C: 0.01146 5.72235 3.08369  -0.865
H: -2.81735 7.40520 4.67384  0.250
H: -2.39135 5.68379 4.68239  0.298
H: -3.14830 6.42783 6.12019  0.325
H: -1.13978 5.03824 6.62988  0.323
H: 0.05391 6.19052 7.24921  0.371
H: 1.16515 4.53471 5.81846  0.366
H: 1.30851 6.14032 5.09296  0.348
H: 1.01350 5.75374 2.64734  0.393
H: -0.28462 6.72963 3.39266  0.397
H: -0.69297 5.37073 2.32704  0.231
C: -5.40089 -3.72743 2.73797  -0.749
O: -5.27003 -2.30937 2.76196  -0.380
C: -4.76663 -1.83108 4.01314  -0.489
C: -3.26870 -1.52013 3.92990  -0.376
O: -2.49896 -2.70572 3.71074  -0.427
C: -2.11730 -2.85990 2.34690  -0.561
H: -5.51478 -4.04316 1.69903  0.256
H: -4.52511 -4.22890 3.15877  0.321
H: -6.29496 -4.02185 3.29513  0.318
H: -4.97621 -2.54820 4.81637  0.320
H: -5.30537 -0.90577 4.24166  0.377
H: -2.94497 -1.10114 4.88504  0.406
H: -3.06460 -0.77451 3.15187  0.192
H: -1.28599 -2.18629 2.12185  0.260
H: -2.94742 -2.65757 1.66300  0.272
H: -1.78814 -3.89026 2.19727  0.276

=====

Entry 3:
Formula: C25H37FN3O3PS
Source: the Open Molecules 2025 dataset
Level of theory: the ωB97M-V functional and the def2-TZVPD basis

Properties
**LUMO**: -0.766 eV
**Electronic energy**: -2204.19026 Eh

Last column: Mulliken charge in e.
Geometry (Å):
C: 6.26771 0.67214 1.78363  -1.220
C: 5.24278 -0.36271 1.21333  -0.111
C: 4.72636 0.14647 -0.15471  -0.895
C: 3.90517 -0.87367 -0.96765  -0.481
C: 2.73704 -1.55412 -0.19032  -0.955
C: 1.32590 -1.16955 -0.73651  0.322
C: 0.93620 -1.92970 -2.03081  -0.162
C: -0.24303 -2.92674 -1.89360  -1.523
C: -1.45982 -2.40097 -1.09318  -0.207
C: -2.09190 -1.08255 -1.68005  -0.935
C: -1.97826 0.08787 -0.68872  1.001
C: -2.72490 -0.00774 0.58807  0.611
C: -3.60685 -1.23185 0.81252  -2.198
C: -2.97048 -2.34925 1.61929  0.537
O: -1.91045 -2.34681 2.16147  -0.421
F: -3.75225 -3.47112 1.76394  -0.403
C: -2.66557 0.96051 1.56662  0.904
P: -3.47542 1.04002 3.22171  -0.262
C: -4.16491 -0.56476 3.83103  -1.114
C: -2.04936 1.35213 4.39618  -0.723
C: -0.94245 0.23631 4.28260  -0.714
C: -1.84929 2.11791 1.24231  0.527
N: -1.64323 3.19041 1.97622  -0.679
S: -0.67827 4.23237 1.18523  0.050
N: -0.50082 3.36293 -0.17574  -0.492
C: -1.14862 2.22605 -0.04446  0.945
C: -1.20366 1.17499 -1.01892  -1.520
N: -0.57989 1.17168 -2.30760  1.302
C: -1.51664 1.42290 -3.39939  0.532
C: -1.08888 0.81701 -4.75349  -1.174
O: -2.54542 2.03318 -3.29251  -0.508
C: 0.54258 2.09586 -2.47806  0.208
C: 0.22239 3.49945 -3.06143  -1.439
O: 1.68846 1.84424 -2.22473  -0.466
H: 7.30215 0.38229 1.53380  0.292
H: 6.08581 1.68257 1.37686  0.328
H: 6.20357 0.74558 2.88010  0.361
H: 5.75349 -1.33630 1.15824  0.252
H: 4.41929 -0.39980 1.94674  0.256
H: 5.63314 0.37011 -0.75391  0.352
H: 4.22619 1.11467 0.00859  0.255
H: 3.47444 -0.36657 -1.85194  0.289
H: 4.55667 -1.68138 -1.35101  0.400
H: 2.75043 -1.16287 0.84512  0.278
H: 2.83655 -2.64823 -0.09783  0.372
H: 1.38288 -0.09823 -0.97649  -0.401
H: 0.62206 -1.27634 0.10276  0.235
H: 1.81888 -2.51915 -2.34636  0.628
H: 0.72627 -1.25518 -2.88019  -0.073
H: 0.06883 -3.87277 -1.41283  0.434
H: -0.58858 -3.19691 -2.90770  0.391
H: -2.24768 -3.17927 -1.11208  0.326
H: -1.13853 -2.28536 -0.05153  0.013
H: -3.16530 -1.26056 -1.86319  0.699
H: -1.57353 -0.87872 -2.62267  0.026
H: -3.94394 -1.68399 -0.13592  0.358
H: -4.53692 -0.87865 1.28407  0.847
H: -5.05399 -0.91667 3.28937  0.413
H: -4.51678 -0.37183 4.86210  0.424
H: -3.41154 -1.36534 3.93852  0.332
H: -2.46752 1.24139 5.41212  0.475
H: -1.63183 2.35266 4.25513  0.439
H: -0.05381 0.59639 3.74231  0.233
H: -1.35567 -0.65387 3.78965  0.094
H: -0.59885 -0.10087 5.27641  0.318
H: -1.84956 0.10776 -5.10620  0.363
H: -0.15987 0.23398 -4.60764  0.259
H: -0.84557 1.59266 -5.49254  0.329
H: 1.01969 4.18889 -2.75303  0.393
H: -0.72352 3.89298 -2.66837  0.374
H: 0.17848 3.47405 -4.16271  0.298

=====

Entry 4:
Formula: C20H44LiN2O14
Source: the Open Molecules 2025 dataset
Level of theory: the ωB97M-V functional and the def2-TZVPD basis

Properties
**LUMO**: 1.550 eV
**Total charge**: -1
**Electronic energy**: -1958.92666 Eh

Last column: Mulliken charge in e.
Geometry (Å):
Li: -1.68317 -0.99175 1.73026  1.269
C: -2.01915 4.99693 0.98135  -1.390
C: -2.67047 4.17283 -0.15146  -0.509
N: -1.69305 3.12501 -0.80096  1.020
C: -1.02495 2.19765 0.14927  -1.587
C: -2.53913 2.34621 -1.82602  -0.234
C: -3.64975 1.49834 -1.19098  -1.420
C: -0.61750 3.85012 -1.57974  -0.904
C: -0.98167 5.21147 -2.22569  -0.798
O: -2.06675 5.03743 -3.12082  -0.298
C: -2.62030 6.22724 -3.61941  -0.796
H: -1.95046 4.33907 1.84701  0.411
H: -2.59591 5.89259 1.20611  0.361
H: -1.03823 5.32921 0.63775  0.293
H: -3.22052 4.70205 -0.92557  0.558
H: -3.43475 3.57852 0.34715  0.356
H: -0.14416 1.67964 -0.22274  0.169
H: -1.79162 1.64147 0.66944  0.532
H: -0.57537 2.79196 0.95047  0.524
H: -1.94692 1.66911 -2.44319  0.511
H: -3.05617 2.96826 -2.55540  0.264
H: -4.11869 0.87240 -1.94712  0.459
H: -4.44032 2.06382 -0.69553  0.368
H: -3.23413 0.84735 -0.42197  0.258
H: -0.15698 3.16686 -2.29505  0.519
H: 0.25403 3.96306 -0.93015  0.505
H: -0.06409 5.51954 -2.73445  0.452
H: -1.28818 5.97446 -1.50736  0.347
H: -3.32343 5.98996 -4.41511  0.262
H: -1.83662 6.91073 -3.95673  0.296
H: -3.19733 6.74725 -2.84618  0.333
C: 1.88563 -0.79247 1.37216  -0.588
C: 3.00385 -1.82770 1.50775  -0.948
N: 3.17442 -2.73649 0.24422  0.289
C: 1.82872 -3.30900 -0.12252  -0.673
C: 3.68209 -1.82857 -0.93575  -0.151
C: 4.99943 -1.14265 -0.65878  -1.334
C: 4.14020 -3.86770 0.54603  -0.880
C: 4.32699 -4.96423 -0.49812  -0.821
O: 3.12742 -5.73481 -0.69909  -0.215
C: 3.23681 -6.72953 -1.65855  -0.865
H: 1.79544 -0.43620 0.34648  -0.071
H: 2.22583 0.08520 1.92567  0.518
H: 0.95628 -1.13122 1.78621  0.190
H: 2.84965 -2.59896 2.26147  0.540
H: 3.98161 -1.36914 1.63364  0.527
H: 1.72515 -3.71901 -1.12486  0.285
H: 1.08594 -2.51381 -0.24504  -0.079
H: 1.46508 -3.91743 0.70417  0.564
H: 2.82640 -1.17657 -1.10087  0.187
H: 3.66132 -2.52988 -1.77037  0.543
H: 4.79487 -0.40127 0.11579  0.312
H: 5.41994 -0.49720 -1.43105  0.411
H: 5.81530 -1.80617 -0.37604  0.282
H: 3.90134 -4.37985 1.48150  0.485
H: 5.07004 -3.42072 0.90394  0.622
H: 5.06508 -5.60023 0.00056  0.463
H: 4.79501 -4.61866 -1.42202  0.361
H: 4.15740 -7.29210 -1.42635  0.324
H: 3.45257 -6.40669 -2.68140  0.328
H: 2.49282 -7.51537 -1.54905  0.284
O: -6.14145 -1.58370 1.81202  -0.538
C: -4.97320 -1.27468 1.17746  0.653
O: -4.94596 -1.15310 -0.05445  -0.688
O: -3.94320 -1.10831 1.91483  -0.835
H: -5.76178 -1.70639 2.69719  0.309
O: 0.13008 -2.55600 4.45249  -0.577
C: -0.27655 -3.29409 3.41221  0.511
O: -0.94382 -2.71617 2.48134  -0.739
O: 0.03858 -4.49453 3.24875  -0.784
H: -0.20842 -1.69442 4.14298  0.408
O: 0.33743 -0.87987 -2.00970  -0.362
C: -0.89491 -1.12309 -1.49796  0.177
O: -1.85133 -1.24242 -2.31228  -0.783
O: -1.05775 -1.05427 -0.26599  -0.171
H: 0.10579 -0.69069 -2.93102  0.257
O: -1.97053 0.60497 4.85320  -0.457
C: -1.40006 1.25082 3.77477  0.523
O: -0.86482 0.55638 2.88246  -0.383
O: -1.45426 2.50463 3.79124  -0.825
H: -2.14075 1.51453 5.19356  0.286